Below is a cluster of 4 separate species, CH11N2O3 in total at a distorted geometry, with properties calculated with ωB97M-V with the def2-TZVPD basis set.

Summary:
⟨S²⟩   0.75
Highest occupied orbital energy (spin up / spin down)   -17.070 / -17.070 eV
Gap between HOMO and LUMO (spin up / spin down)   9.04 / 2.05 eV
2S+1   2
Charge   +2
LUMO level (spin up / spin down)   -8.0 / -15.0 eV

Last column: Löwdin charge in e.
Positions of all 17 atoms, in Å:
N 0.6051 -0.4281 0.3092  0.178
C -0.3187 -1.3901 0.2746  -0.122
N -0.3045 -2.3421 1.1951  0.179
H 0.7828 0.1392 1.1317  0.141
H 0.6053 0.1721 -0.5096  0.103
H -1.0348 -1.4643 -0.5350  0.158
H -0.3846 -3.3226 0.9393  0.154
H 0.5547 -2.2496 1.7484  0.098
H 0.1717 -2.0448 3.9294  0.049
H 1.4380 -2.6094 4.4442  0.068
O 1.1209 -2.0211 3.7462  -0.060
H -2.4442 2.3498 -5.8061  0.228
H -2.5469 3.7635 -4.9183  0.226
O -2.6387 3.3400 -5.8276  0.546
H 1.1980 3.3239 -0.3910  0.055
H 2.0403 2.3693 0.3397  0.067
O 1.1556 2.4143 -0.0702  -0.068

Below is a cluster of 4 separate species, CH11NO3 in total at a distorted geometry, with properties calculated with ωB97M-V with the def2-TZVPD basis set.

Summary:
Highest occupied orbital energy   -10.097 eV
Gap between HOMO and LUMO   10.53 eV
Charge   0
SMILES   CN.O.O.O
LUMO level   0.4 eV

Last column: Löwdin charge in e.
Positions of all 16 atoms, in Å:
C -0.8277 -0.6634 0.7671  -0.224
N 0.1900 -1.6248 0.9247  -0.088
H -0.8687 -0.0016 -0.1456  0.072
H -0.8937 0.0431 1.6268  0.073
H -1.8519 -1.2062 0.7476  0.102
H 0.6275 -1.5508 1.8349  0.077
H -0.2689 -2.5619 1.1165  0.111
O -0.0835 2.4143 -1.9449  -0.047
H -0.9371 2.7304 -1.6896  0.019
H 0.1019 2.5723 -2.8801  0.048
O 0.1627 2.6717 1.3788  -0.016
H -0.2745 2.0019 0.8785  -0.023
H 0.1164 3.3064 0.7115  -0.008
O 1.4535 -3.0647 -1.3462  -0.098
H 1.0880 -2.5171 -0.6193  -0.022
H 2.2660 -2.5497 -1.3605  0.023

Below is a cluster of 4 separate species, CH11NO4 in total at a distorted geometry, with properties calculated with ωB97M-V with the def2-TZVPD basis set.

Summary:
Highest occupied orbital energy   -9.717 eV
Gap between HOMO and LUMO   10.27 eV
Charge   0
SMILES   NCO.O.O.O
LUMO level   0.5 eV

Last column: Löwdin charge in e.
Positions of all 17 atoms, in Å:
N 1.5322 1.2361 0.3105  -0.003
C 1.4691 0.5471 1.6254  -0.314
O 0.1585 0.9221 2.1157  -0.085
H 2.3798 1.8480 0.3535  0.071
H 1.8060 0.6944 -0.5153  0.051
H 2.3125 0.8312 2.2747  0.108
H 1.6281 -0.5252 1.5114  0.095
H 0.2695 1.7243 2.6373  0.071
O 1.6600 -1.9842 -0.9910  -0.073
H 0.8151 -1.9589 -0.5094  0.029
H 1.5924 -2.8863 -1.3354  0.039
O -2.0557 -2.1088 -1.2277  -0.053
H -2.3482 -2.7325 -1.8987  0.036
H -2.5371 -1.3005 -1.4306  0.028
O -2.8806 2.0589 -1.3289  -0.060
H -3.5163 2.2380 -0.6302  0.033
H -2.2853 1.3964 -0.9613  0.025

Below is a cluster of 5 separate species, CH11NO4 in total at a distorted geometry, with properties calculated with ωB97M-V with the def2-TZVPD basis set.

Summary:
Highest occupied orbital energy   -10.786 eV
Gap between HOMO and LUMO   11.12 eV
Charge   0
SMILES   C=N.O.O.O.O
LUMO level   0.3 eV

Last column: Löwdin charge in e.
Positions of all 17 atoms, in Å:
C -3.7461 -0.8347 1.0658  -0.112
N -2.5815 -0.9345 0.5888  0.010
H -4.3216 0.0474 0.8125  0.060
H -4.1976 -1.4996 1.8015  0.069
H -2.2095 -1.8854 0.6986  0.050
O 2.0181 1.5585 2.4710  -0.060
H 1.1588 1.1371 2.5877  0.024
H 2.4033 1.0055 1.7780  0.030
O 3.3777 1.2625 -1.5271  -0.074
H 3.7662 2.0982 -1.8038  0.028
H 2.6262 1.1371 -2.1248  -0.005
O 0.2313 -1.3772 -0.1668  -0.063
H 0.8295 -1.6934 0.5296  0.057
H -0.4781 -1.0082 0.3828  -0.006
O 0.7085 0.3740 -2.5582  -0.056
H 0.5177 -0.2654 -1.8599  0.003
H -0.1029 0.8781 -2.6758  0.046

Below is a cluster of 5 separate species, CH11NO4 in total at a distorted geometry, with properties calculated with ωB97M-V with the def2-TZVPD basis set.

Summary:
Highest occupied orbital energy   -10.384 eV
Gap between HOMO and LUMO   11.21 eV
Charge   0
SMILES   C=N.O.O.O.O
LUMO level   0.8 eV

Last column: Löwdin charge in e.
Positions of all 17 atoms, in Å:
C 2.2121 1.9855 -2.8582  -0.094
N 2.3614 1.8289 -1.5560  0.021
H 1.9769 1.1765 -3.5295  0.046
H 2.2938 2.8939 -3.3906  0.035
H 2.6025 2.6265 -0.9955  0.020
O -1.5791 -2.4652 -0.0230  -0.023
H -1.6739 -3.2846 0.4756  0.069
H -2.2043 -1.9314 0.3508  -0.056
O -2.8977 -0.8775 1.7472  -0.057
H -3.0809 -0.0260 1.3515  0.053
H -2.0338 -0.6073 2.1769  0.059
O 0.5896 -0.8312 0.4657  -0.101
H 1.2687 -0.7708 -0.2191  0.048
H 0.0288 -1.4277 -0.1350  0.064
O -0.2774 0.7925 2.2361  -0.099
H -0.2109 -0.1079 1.7907  0.009
H 0.6242 1.0260 2.1125  0.007

Below is a cluster of 5 separate species, CH11NO5 in total at a distorted geometry, with properties calculated with ωB97M-V with the def2-TZVPD basis set.

Summary:
Highest occupied orbital energy   -9.806 eV
Gap between HOMO and LUMO   10.22 eV
Charge   0
SMILES   NC=O.O.O.O.O
LUMO level   0.4 eV

Last column: Löwdin charge in e.
Positions of all 18 atoms, in Å:
N 0.5491 -1.2898 -1.4754  0.100
C 0.2992 -0.5760 -2.6487  -0.361
O 0.6411 0.5974 -2.8268  -0.017
H 0.0496 -2.1524 -1.3197  0.090
H 0.7406 -0.8020 -0.5956  0.079
H 0.1137 -1.1103 -3.5272  0.099
O -3.7085 -1.7843 1.8655  -0.043
H -4.6624 -1.8527 1.7626  0.036
H -3.4146 -1.0819 1.3212  0.006
O -0.8441 2.3861 3.3080  -0.057
H -0.5399 1.9374 4.1364  0.077
H -1.7805 2.3463 3.4472  0.030
O 3.0964 -0.2029 -1.1108  -0.069
H 3.0773 0.4537 -1.8147  0.034
H 2.8968 -1.0781 -1.4468  0.017
O 0.4138 0.6789 1.4078  -0.071
H -0.1190 1.4809 1.5389  0.014
H 1.2044 0.8617 1.9249  0.035

Below is a cluster of 5 separate species, CH11O4S in total at a distorted geometry, with properties calculated with ωB97M-V with the def2-TZVPD basis set.

Summary:
Highest occupied orbital energy   -3.649 eV
Gap between HOMO and LUMO   7.27 eV
Charge   -1
LUMO level   3.6 eV

Last column: Löwdin charge in e.
Positions of all 17 atoms, in Å:
C -2.4915 0.5370 0.2167  -0.652
S -0.7620 0.5535 -0.3385  0.317
H -3.0669 -0.3463 -0.0146  -0.020
H -3.0225 1.3170 -0.3233  -0.013
H -2.6086 0.7619 1.2778  0.006
H -2.4056 -2.6072 0.5574  0.016
H -1.1932 -1.8385 0.6323  -0.043
O -1.5895 -2.6131 1.0771  -0.108
H 0.2591 3.2073 -1.7316  0.004
H -0.9710 2.8766 -0.9082  -0.075
O -0.6334 3.5189 -1.5601  -0.144
H 4.6789 -1.8410 1.2358  0.026
H 3.7397 -1.5631 0.0514  -0.007
O 4.5789 -1.9810 0.2890  -0.080
H 1.5806 -0.5596 -0.5131  -0.017
H 1.6267 0.6501 0.0805  -0.053
O 2.2800 -0.0723 -0.0287  -0.154

Below is a cluster of 5 separate species, CH11O4S in total at a distorted geometry, with properties calculated with ωB97M-V with the def2-TZVPD basis set.

Summary:
Highest occupied orbital energy   -3.020 eV
Gap between HOMO and LUMO   6.75 eV
Charge   -1
LUMO level   3.7 eV

Last column: Löwdin charge in e.
Positions of all 17 atoms, in Å:
C 1.2708 1.6911 -0.9147  -0.678
S 0.7672 0.1529 -1.7547  0.163
H 2.3379 1.8983 -1.0687  -0.014
H 0.7608 2.5079 -1.4328  -0.025
H 1.0694 1.6753 0.1515  -0.025
H 0.6796 -2.9198 -0.8973  0.029
H 0.9749 -1.4663 -0.0860  -0.064
O 0.9186 -2.4498 -0.1057  -0.158
H -2.3762 0.1434 -0.9249  0.030
H -2.0424 1.3401 -0.0825  0.048
O -2.5673 0.5299 -0.0602  -0.079
H 0.3392 0.3690 3.1358  0.023
H -0.5565 0.6757 2.0698  -0.005
O 0.0033 1.1601 2.7044  -0.091
H -0.4048 -1.8305 0.8390  -0.014
H -1.4083 -0.6296 0.7539  -0.024
O -0.9345 -1.2057 1.3767  -0.117

Below is a cluster of 5 separate species, CH11O4S in total at a distorted geometry, with properties calculated with ωB97M-V with the def2-TZVPD basis set.

Summary:
Highest occupied orbital energy   -3.710 eV
Gap between HOMO and LUMO   7.37 eV
Charge   -1
LUMO level   3.7 eV

Last column: Löwdin charge in e.
Positions of all 17 atoms, in Å:
C -1.2256 0.9964 1.1736  -0.592
S -2.2799 -0.3331 0.4719  0.300
H -0.7856 1.4792 0.2941  -0.010
H -1.7733 1.7266 1.7670  -0.008
H -0.3796 0.6308 1.7563  0.006
H -1.0947 -0.1099 -1.3244  -0.098
H -1.2450 0.4452 -2.7469  0.006
O -0.6110 0.2849 -2.0825  -0.115
H -0.3716 -3.1089 0.6994  0.031
H -0.8164 -1.6309 0.2975  -0.116
O -0.0148 -2.2802 0.3674  -0.181
H 2.1907 0.7723 0.0755  -0.013
H 1.8464 1.8683 1.0604  -0.005
O 2.6025 1.4990 0.6105  -0.107
H 1.1223 -0.2322 -1.3798  0.019
H 1.1240 -1.3182 -0.2943  -0.022
O 1.7116 -0.6893 -0.7457  -0.093

Below is a cluster of 5 separate species, CH11O4S in total at a distorted geometry, with properties calculated with ωB97M-V with the def2-TZVPD basis set.

Summary:
⟨S²⟩   0.75
Highest occupied orbital energy (spin up / spin down)   -10.249 / -9.841 eV
Gap between HOMO and LUMO (spin up / spin down)   10.28 / 7.03 eV
2S+1   2
Charge   0
LUMO level (spin up / spin down)   0.0 / -2.8 eV

Last column: Löwdin charge in e.
Positions of all 17 atoms, in Å:
C -1.0145 -3.1461 0.2312  -0.476
S -0.5645 -1.4850 -0.4124  0.594
H -0.8316 -3.8375 -0.5823  0.013
H -0.3933 -3.3138 1.0884  0.021
H -2.0547 -3.0546 0.5222  0.022
H -1.9034 0.4435 1.8919  0.027
H -0.7134 0.8033 1.0322  -0.061
O -1.2792 1.1623 1.7263  -0.087
H -0.4912 1.9841 -3.8041  0.026
H -1.8775 2.5346 -3.9058  0.033
O -0.9760 2.7213 -4.1916  -0.059
H 2.3978 0.6979 1.9525  -0.011
H 1.3600 0.3901 3.0220  0.015
O 2.3062 0.3465 2.8545  -0.078
H 1.4229 1.9742 -0.0274  0.060
H 1.6481 0.4844 -0.3302  0.011
O 2.0208 1.2379 0.1427  -0.050

Energy (computed, Eh): -379.15101, -325.12540, -400.37233, -400.37285, -400.35433, -475.64179, -743.89049, -743.88132, -743.91005, -743.77703
Energy relative to the best compared isomer or geometry (same formula, charge and spin) (computed, kcal per mole): 19.7, 34.3, 30.9, 30.6, 42.2, 29.0, 14.5, 20.3, 2.3, 4.2